# C37H50Cl2F5NO9

A cluster of 3 separate species, C37H50Cl2F5NO9 in total at a distorted geometry (ωB97M-V/def2-TZVPD, the Open Molecules 2025 dataset).

XYZ file:
```
104
Properties=species:S:1:pos:R:3:mulliken_charge:R:1
C -0.64956 5.97590 2.82042 -0.87
C -0.43257 4.32786 2.63044 0.03
N -1.21550 3.82601 1.45611 -0.22
C -0.48972 3.88265 0.13627 1.39
C -1.73702 4.31545 -0.86768 -0.18
Cl -3.45333 4.55088 -0.10923 -0.09
C -1.64576 4.55141 -2.32679 -0.04
C -0.24491 4.35231 -3.14559 -0.70
Cl -3.16146 5.05457 -3.29680 -0.19
C 0.95584 4.63695 -0.00121 -0.37
O 1.40265 5.84128 0.35301 -0.59
O 1.88894 3.76365 -0.72838 -0.34
C 1.72993 2.37952 -0.16656 0.13
C 2.62973 2.55834 1.23325 0.25
C 3.91345 3.62631 1.33749 -0.34
C 4.80497 3.87119 2.69326 -0.45
C 4.48254 3.05576 4.09435 -0.39
C 3.20615 1.98051 4.02552 -0.63
C 2.30785 1.73726 2.63625 0.13
C 2.50052 1.49629 -1.30041 1.14
F 3.97574 1.82349 -1.26358 -0.31
F 2.09030 1.82121 -2.71780 -0.33
C 2.39457 -0.12496 -1.15931 -0.11
C 1.87162 -0.99099 0.12458 0.12
C 1.78905 -2.65913 0.15008 -0.55
C 2.22573 -3.51809 -1.19016 -0.55
C 2.71591 -2.66675 -2.50354 0.06
C 3.10347 -3.54625 -3.87242 0.74
F 3.41910 -4.96633 -3.57469 -0.23
F 1.81954 -3.57595 -4.66872 -0.24
F 4.09419 -2.86153 -4.74147 -0.23
C 2.83112 -1.01022 -2.50980 -0.62
C 0.10182 2.32194 0.00537 0.17
C -0.81518 1.36455 -0.95561 -0.11
C -2.31868 1.01617 -0.30793 -0.30
O -3.33929 0.81749 -1.14903 -0.42
H -1.17823 6.17215 3.87100 0.29
H 0.42110 6.45367 2.86448 0.25
H -1.31444 6.39279 1.92629 0.20
H 0.68884 4.00378 2.68898 -0.10
H -0.94704 3.86210 3.60310 0.41
H -1.72521 2.93513 1.62251 0.26
H 0.03491 3.22553 -3.28964 0.10
H 0.65859 5.01820 -2.74131 0.21
H -0.44317 4.77283 -4.24615 0.42
H 4.20555 4.27571 0.38848 0.28
H 5.67738 4.66487 2.69923 0.29
H 5.10454 3.25065 5.09348 0.29
H 2.97748 1.41641 5.04025 0.28
H 1.41872 0.98362 2.73562 0.14
H 1.51297 -0.44311 1.09291 0.18
H 1.39789 -3.26963 1.09543 0.29
H 2.18088 -4.69353 -1.19092 0.31
H 3.19165 -0.45637 -3.49365 0.31
H 0.00849 1.75222 1.05107 0.21
H -1.06557 1.84111 -2.02044 -0.03
H -0.34962 0.30754 -1.19439 0.42
H -2.48609 0.90278 0.86256 0.19
C 1.49545 -7.90009 6.21094 -0.77
O 2.47469 -7.02309 5.68051 -0.25
C 2.23149 -6.71592 4.30619 -0.61
C 3.09401 -5.53074 3.86228 -0.44
O 2.52194 -4.26606 4.21923 -0.39
C 2.63624 -3.90647 5.60256 -0.45
C 4.04748 -3.45026 5.97974 -0.60
O 4.88345 -4.58137 6.23910 -0.25
C 6.25693 -4.23181 6.27598 -0.76
H 1.47127 -8.83771 5.64778 0.31
H 1.75727 -8.11957 7.25003 0.23
H 0.50980 -7.42487 6.19608 0.32
H 1.17235 -6.47831 4.15606 0.34
H 2.49651 -7.59954 3.71576 0.46
H 3.13425 -5.53172 2.76798 0.38
H 4.12312 -5.61512 4.22126 0.22
H 2.27605 -4.70850 6.25051 0.22
H 1.95988 -3.05560 5.73671 0.37
H 4.00673 -2.85132 6.89482 0.45
H 4.47206 -2.84952 5.16705 0.35
H 6.57913 -3.86194 5.29796 0.32
H 6.83439 -5.12973 6.51220 0.23
H 6.44337 -3.47744 7.04663 0.31
C -5.04671 2.71822 -3.33786 -0.25
O -5.19082 1.57763 -4.16713 -0.35
C -5.49745 0.40238 -3.41412 -0.25
C -5.96682 -0.72093 -4.34339 -0.56
O -7.35379 -0.61092 -4.68730 -0.47
C -7.67082 0.40017 -5.65330 -0.35
C -7.28038 -0.00050 -7.07773 -0.60
O -5.89337 0.26307 -7.30633 -0.21
C -5.41530 -0.37633 -8.47792 -0.77
H -4.25136 2.56314 -2.60286 -0.02
H -4.78177 3.57110 -3.96939 0.13
H -5.99042 2.94327 -2.83159 0.37
H -6.27778 0.62162 -2.67671 0.38
H -4.58311 0.08942 -2.89870 0.25
H -5.87709 -1.66856 -3.80203 0.38
H -5.34257 -0.80167 -5.23718 0.22
H -7.24912 1.36619 -5.36728 0.16
H -8.76076 0.50138 -5.61846 0.39
H -7.85359 0.59405 -7.79585 0.44
H -7.48970 -1.06518 -7.23349 0.35
H -5.48116 -1.46304 -8.36899 0.32
H -4.36433 -0.10655 -8.61280 0.23
H -5.98096 -0.04847 -9.35556 0.31
```

Computed properties:
SMILES   CCN[C@@]1(/C(Cl)=C(\C)Cl)C(=O)O[C@](c2ccccc2)(C(F)(F)c2cccc(C(F)(F)F)c2)[C@@H]1CC=O.COCCOCCOC.COCCOCCOC
LUMO level   -1.20 eV
Net charge   0